{
  "formula": "C5H6O",
  "method": "wB97M-V/def2-TZVPD",
  "e_homo_ev": -9.036,
  "total_charge": 0,
  "e_above_lowest_kcal_mol": 72.23,
  "homo_lumo_gap_ev": 9.95,
  "species": ["C", "C", "C", "O", "C", "C", "H", "H", "H", "H", "H", "H"],
  "positions_angstrom": [[-1.73221, 0.07984, 0.07305], [-0.23567, 0.20642, -0.01374], [0.47996, 1.43316, 0.23948], [1.80363, 1.02466, 0.24185], [1.90838, -0.32342, 0.12975], [0.71092, -0.90239, -0.04528], [-2.20029, 1.06488, -0.00710], [-2.00218, -0.34495, 1.04489], [-2.12957, -0.57674, -0.70686], [-0.00808, 1.01813, -0.95195], [2.91182, -0.72718, 0.17597], [0.49332, -1.95242, -0.18006]]
}

{
  "formula": "C9H13BrF2HgN3O",
  "method": "wB97M-V/def2-TZVPD",
  "e_homo_ev": [-8.521, -8.619],
  "total_charge": 0,
  "multiplicity": 2,
  "homo_lumo_gap_ev": [8.99, 8.25],
  "s_squared": 0.757,
  "species": ["Hg", "C", "C", "C", "C", "C", "Br", "N", "C", "H", "H", "H", "H", "H", "H", "C", "N", "C", "N", "O", "H", "H", "H", "H", "H", "H", "F", "C", "F", "H"],
  "positions_angstrom": [[-0.16657, -0.18496, -0.32560], [0.83627, 5.62256, 1.55723], [0.13832, 4.52872, 0.80714], [-1.14926, 4.67348, 0.29313], [-1.77699, 3.62246, -0.36138], [-1.04398, 2.45742, -0.47734], [-1.97115, -0.62086, -1.89849], [0.15903, 2.31820, -0.02057], [0.77360, 3.30788, 0.62182], [0.31412, 6.56782, 1.44199], [1.85769, 5.73699, 1.19961], [0.87497, 5.37600, 2.61804], [-1.68002, 5.61027, 0.39790], [-2.77411, 3.72005, -0.75789], [1.77761, 3.11893, 0.97561], [-1.27717, 0.45435, 5.45072], [-1.48587, -0.03694, 4.10965], [-0.78069, 0.34097, 3.01927], [0.33457, 1.08455, 3.22986], [-1.19206, 0.05318, 1.89357], [-2.05294, 0.05703, 6.09857], [-1.32325, 1.54581, 5.48204], [-0.31091, 0.13228, 5.84576], [-2.34088, -0.53178, 3.91276], [0.78084, 1.03856, 4.12934], [0.95449, 1.17197, 2.43880], [1.79932, -1.27515, 1.75647], [1.91000, -0.64674, 0.53037], [2.56496, 0.53958, 0.84997], [2.64913, -1.24036, -0.03496]]
}

{
  "formula": "C6H13N",
  "method": "wB97M-V/def2-TZVPD",
  "e_homo_ev": -9.079,
  "total_charge": 0,
  "e_above_lowest_kcal_mol": 22.22,
  "smiles": "CCCN1C[C@H]1C",
  "homo_lumo_gap_ev": 10.30,
  "species": ["C", "C", "C", "N", "C", "C", "C", "H", "H", "H", "H", "H", "H", "H", "H", "H", "H", "H", "H", "H"],
  "positions_angstrom": [[-0.37033, -0.32958, -2.83807], [0.47672, -0.02559, -1.59714], [0.36982, -1.02311, -0.43098], [0.70434, -0.33610, 0.81070], [0.20938, -0.87140, 2.06804], [-0.39684, 0.34278, 1.46226], [-0.15647, 1.75175, 1.93749], [-1.40775, -0.56617, -2.56999], [0.01995, -1.16158, -3.43334], [-0.40582, 0.54925, -3.49413], [1.53296, 0.07917, -1.87399], [0.16151, 0.95480, -1.22127], [1.06660, -1.86172, -0.55587], [-0.64982, -1.45169, -0.39280], [0.88515, -0.78397, 2.91842], [-0.38410, -1.78768, 2.05492], [-1.38086, 0.17322, 1.01428], [-0.88570, 2.05469, 2.69678], [0.85047, 1.84897, 2.35359], [-0.23918, 2.44394, 1.09110]]
}

{
  "formula": "H35O17",
  "method": "wB97M-V/def2-TZVPD",
  "e_homo_ev": -13.227,
  "total_charge": 1,
  "e_above_lowest_kcal_mol": 88.82,
  "homo_lumo_gap_ev": 10.61,
  "species": ["O", "H", "H", "O", "H", "H", "O", "H", "H", "O", "H", "H", "O", "H", "O", "H", "H", "O", "H", "H", "O", "H", "H", "O", "H", "H", "O", "H", "H", "O", "H", "H", "O", "H", "H", "O", "H", "H", "O", "H", "H", "O", "H", "H", "O", "H", "H", "O", "H", "H", "H", "H"],
  "positions_angstrom": [[0.47535, 0.05358, -2.25490], [0.36880, 0.95416, -2.74242], [-0.16451, -0.34229, -2.84115], [-1.13762, -0.56681, -4.38388], [-2.24792, 1.64643, -1.00212], [-1.69276, -1.23683, -4.78886], [0.96778, -1.04271, 2.21100], [1.26412, -1.83416, 2.69709], [0.00687, -1.17820, 2.11487], [-0.40903, -3.34561, 2.03165], [-0.20646, -4.14144, 1.52768], [0.06972, -5.61140, -1.42198], [3.06327, 0.89368, 1.07678], [4.87090, -2.45950, 0.58035], [-2.55577, -1.25752, -0.24830], [-3.51856, -1.30478, -0.14910], [-2.26415, -2.17987, -0.42724], [-4.29455, 0.68571, -2.12925], [-5.02263, 1.05106, -2.59546], [-3.51325, 0.41690, -2.49272], [4.62751, -1.57974, 0.86060], [2.38629, 0.16937, 1.29710], [4.97998, -1.35894, 1.73034], [-0.78858, -0.11464, 4.27023], [1.76045, 0.97412, -0.17826], [-0.23877, -0.84963, 4.08831], [-1.29412, 1.40194, 2.01233], [-0.46955, 1.15656, 1.56114], [-1.15615, 1.84749, 2.89411], [-0.00080, 4.23264, 2.54528], [0.81158, 4.64947, 2.60233], [-0.05794, 3.40495, 2.95788], [-1.59680, 1.07115, -1.36006], [0.51878, 2.23482, 0.01868], [-2.20607, 0.19473, -1.42559], [1.19636, -2.67833, -0.89563], [2.09808, -2.84472, -0.62311], [0.87150, -1.77858, -0.64813], [1.32288, 2.51982, -2.40312], [2.15497, 2.75679, -2.84423], [0.19568, 0.72089, -1.24720], [-0.32578, -4.94320, -0.83933], [0.14956, -4.07988, -0.86871], [-1.50890, 0.28575, -4.56262], [0.75174, 1.16788, -0.12353], [-1.19813, -3.61253, 2.55043], [1.40790, 3.14751, -1.64484], [-0.00357, 3.68847, -0.17024], [-0.79432, 3.78864, -0.84791], [-0.36414, 3.78823, 0.69751], [3.82189, 0.38654, 0.93187], [-1.41414, -0.20560, 3.51449]]
}

{
  "formula": "C6H7N",
  "method": "wB97M-V/def2-TZVPD",
  "e_homo_ev": -8.430,
  "total_charge": 0,
  "e_above_lowest_kcal_mol": 94.80,
  "smiles": "C=C=C/C=N/C=C",
  "homo_lumo_gap_ev": 8.69,
  "species": ["C", "C", "C", "C", "C", "C", "N", "H", "H", "H", "H", "H", "H", "H"],
  "positions_angstrom": [[-1.51153, 0.94388, 0.56039], [-0.84489, 0.38995, -0.55523], [-0.67489, 1.27603, 1.52784], [0.21058, 1.41740, 2.42227], [0.68756, -1.87375, -1.75672], [1.14908, -0.77492, -1.19870], [0.37344, 0.03915, -0.38902], [-2.62021, 1.00300, 0.57308], [-1.46397, 0.01770, -1.43629], [0.75137, 2.46767, 2.53865], [0.65061, 0.64621, 3.06747], [1.39062, -2.50284, -2.26478], [-0.32669, -2.30405, -1.71499], [2.22894, -0.74545, -1.37395]]
}

{
  "formula": "C2H3ClN2O4",
  "method": "wB97M-V/def2-TZVPD",
  "e_homo_ev": -11.713,
  "total_charge": 0,
  "e_above_lowest_kcal_mol": 3.38,
  "smiles": "CC(Cl)([N+](=O)[O-])[N+](=O)[O-]",
  "homo_lumo_gap_ev": 11.18,
  "species": ["C", "C", "N", "N", "O", "O", "O", "O", "Cl", "H", "H", "H"],
  "positions_angstrom": [[-0.40434, 0.25760, -0.07956], [0.41147, 1.63042, 0.54490], [1.80678, 1.62452, -0.02052], [0.59921, 1.41936, 2.04168], [1.94999, 1.89117, -1.17657], [0.50842, 2.39850, 2.71263], [2.69544, 1.40248, 0.76012], [0.70960, 0.25575, 2.35290], [-0.36188, 3.15625, 0.28441], [-1.36675, 0.50868, -0.33719], [0.14128, -0.09892, -0.93446], [-0.48820, -0.42594, 0.64524]]
}